Record 1
The following is a DFT calculation (wB97M-V/def2-TZVPD) of 2 unconnected molecules or ions with the total composition C18H24N2O5 in a non-equilibrium geometry.

Results
Relative energy (zero: lowest compared OMol25 entry of this formula, charge and spin) in kcal/mol: 21.5
M in Da: 348.4
SMILES: CNC(=O)[C@H](CC(C)C)NC(C)=O.O=c1oc2ccccc2cc1O

Last column: natural (NBO) charge in e.
Element x y z (Å)
C -1.14391 1.24329 6.74925  -0.416
N -1.43107 0.88820 5.35996  -0.609
C -0.63506 1.16775 4.31994  0.660
O 0.41430 1.78686 4.45276  -0.626
C -1.15238 0.76138 2.92352  -0.130
C -0.27801 1.26881 1.74993  -0.400
C -0.85073 1.09058 0.32977  -0.214
C 0.15850 1.59501 -0.70170  -0.595
C -1.17921 -0.36479 -0.00945  -0.606
N -2.58338 1.06492 2.72972  -0.631
C -3.23673 2.22244 2.86185  0.675
C -2.50776 3.51321 3.18284  -0.717
O -4.44762 2.24050 2.71498  -0.629
H -0.58059 0.44071 7.22760  0.200
H -2.07455 1.40467 7.29482  0.207
H -0.55018 2.15955 6.78928  0.229
H -2.30653 0.43007 5.16145  0.400
H -1.07288 -0.32613 2.90737  0.223
H 0.68442 0.75734 1.80623  0.218
H -0.08053 2.33023 1.89631  0.220
H -1.75812 1.68592 0.23104  0.200
H 0.42111 2.62977 -0.48218  0.210
H 1.06182 0.98437 -0.68098  0.205
H -0.28420 1.55586 -1.69483  0.203
H -1.93536 -0.74987 0.67148  0.196
H -0.28026 -0.97733 0.06635  0.205
H -1.57258 -0.42228 -1.02367  0.208
H -3.18257 0.29770 2.46734  0.410
H -3.23215 4.32608 3.20310  0.247
H -1.76666 3.72376 2.41657  0.227
H -2.03076 3.44307 4.15687  0.234
O 2.69636 -5.61418 -2.97846  -0.588
C 2.55822 -4.50333 -3.48708  0.708
O 1.58106 -3.61480 -3.13476  -0.451
C 1.53258 -2.39981 -3.77942  0.353
C 0.51879 -1.50731 -3.41951  -0.252
C 0.41089 -0.25860 -4.04118  -0.204
C 1.33153 0.11187 -5.02533  -0.217
C 2.35097 -0.77010 -5.39547  -0.176
C 2.45086 -2.02499 -4.78169  -0.134
C 3.49522 -2.96188 -5.17090  -0.209
C 3.55313 -4.17950 -4.54363  0.202
O 4.53702 -5.07221 -4.91271  -0.659
H -0.19069 -1.80103 -2.65301  0.228
H -0.38937 0.42077 -3.76411  0.220
H 1.25352 1.08209 -5.50766  0.220
H 3.06232 -0.47965 -6.16343  0.219
H 4.21703 -2.71561 -5.94416  0.231
H 4.44421 -5.88340 -4.37496  0.508



Record 2
The following is a DFT calculation (wB97M-V/def2-TZVPD) of C18H24N2O5 in the gas phase in a non-equilibrium geometry.

Results
Relative energy (zero: lowest compared OMol25 entry of this formula, charge and spin) in kcal/mol: 60.8
M in Da: 348.4
SMILES: CCCCCC[C@H]1C[C@@H](CC(=O)Nc2ccc([N+](=O)[O-])cc2)C(=O)O1

Last column: natural (NBO) charge in e.
Element x y z (Å)
C 1.29331 3.47432 -1.36416  -0.609
C 1.58438 2.29870 -0.43884  -0.397
C 2.29751 1.13712 -1.13263  -0.389
C 1.50646 0.47519 -2.26130  -0.389
C 0.27400 -0.28050 -1.76968  -0.424
C -0.46152 -0.93743 -2.93846  -0.398
C -1.69565 -1.73810 -2.51578  0.105
C -1.38467 -3.00863 -1.70270  -0.453
C -2.39152 -2.97646 -0.55505  -0.316
C -1.83186 -3.36812 0.82075  -0.488
C -0.68528 -2.44867 1.21431  0.689
O 0.47121 -2.71414 0.97251  -0.609
N -1.10853 -1.30139 1.82024  -0.618
C -0.34969 -0.20878 2.21661  0.179
C 1.04276 -0.24959 2.32075  -0.215
C 1.73258 0.87096 2.72912  -0.161
C 1.04065 2.03770 3.03682  -0.018
N 1.76397 3.20713 3.44274  0.529
O 2.97739 3.15135 3.43906  -0.384
O 1.12257 4.18749 3.76275  -0.384
C -0.34737 2.08799 2.94095  -0.163
C -1.03606 0.96906 2.53403  -0.241
C -2.88999 -1.53304 -0.57186  0.809
O -3.51540 -0.99774 0.30641  -0.613
O -2.53121 -0.92225 -1.68595  -0.473
H 0.55733 3.20970 -2.11893  0.197
H 0.90147 4.31201 -0.79187  0.213
H 2.20302 3.79799 -1.86505  0.201
H 2.22838 2.64577 0.37235  0.203
H 0.65252 1.94916 0.01016  0.194
H 2.53928 0.37956 -0.38325  0.201
H 3.23929 1.50823 -1.54345  0.200
H 1.20638 1.22758 -2.99187  0.196
H 2.16525 -0.23102 -2.77308  0.199
H -0.40813 0.40825 -1.26925  0.209
H 0.59138 -1.03091 -1.04327  0.209
H -0.77889 -0.15793 -3.63347  0.211
H 0.20791 -1.61444 -3.47256  0.210
H -2.28775 -1.98410 -3.40724  0.187
H -1.48366 -3.89964 -2.31882  0.229
H -0.36708 -2.97458 -1.31445  0.239
H -3.25761 -3.61331 -0.76831  0.245
H -2.63212 -3.31589 1.55980  0.234
H -1.44991 -4.38851 0.77175  0.243
H -2.11192 -1.14551 1.84213  0.433
H 1.57009 -1.15637 2.07779  0.254
H 2.80816 0.85995 2.81497  0.249
H -0.85949 3.00679 3.18139  0.252
H -2.11198 0.99508 2.44392  0.226



Record 3
The following is a DFT calculation (wB97M-V/def2-TZVPD) of C18H24N2O6S2 in the gas phase.

Results
Relative energy (zero: lowest compared OMol25 entry of this formula, charge and spin) in kcal/mol: 19.4
M in Da: 428.5
SMILES: COCCNS(=O)(=O)c1ccc(-c2ccc(S(=O)(=O)NCCOC)cc2)cc1

Last column: natural (NBO) charge in e.
Element x y z (Å)
C 0.58192 1.60448 4.28657  -0.252
O -0.54213 1.18613 5.02338  -0.547
C -0.32291 1.06376 6.41067  -0.066
C 0.05329 -0.36237 6.84424  -0.258
N 1.29719 -0.80858 6.25906  -0.884
S 1.31334 -2.29482 5.48712  2.319
O 2.66942 -2.75589 5.54254  -0.939
O 0.26250 -3.13001 5.99322  -0.932
C 0.91621 -1.80056 3.82017  -0.336
C -0.40445 -1.70976 3.42947  -0.179
C -0.70440 -1.25249 2.15936  -0.152
C 0.31495 -0.88321 1.28217  -0.045
C -0.00485 -0.38359 -0.06472  -0.043
C -1.00116 -0.99322 -0.82697  -0.202
C -1.29981 -0.52349 -2.09316  -0.171
C -0.60710 0.56089 -2.59431  -0.329
S -0.95246 1.15293 -4.24293  2.296
O -2.24603 0.67396 -4.64973  -0.946
O -0.69486 2.56126 -4.31177  -0.943
N 0.27294 0.35928 -5.08865  -0.849
C 0.77472 1.09004 -6.23720  -0.249
C -0.30516 1.21856 -7.31368  -0.087
O -0.73506 -0.08293 -7.65699  -0.560
C -2.07554 -0.14192 -8.08332  -0.249
C 0.38023 1.18346 -1.85609  -0.178
C 0.68226 0.71025 -0.59268  -0.153
C 1.64305 -0.99356 1.69577  -0.206
C 1.94324 -1.45135 2.96523  -0.174
H 1.42592 0.91946 4.40600  0.180
H 0.89113 2.61337 4.58837  0.165
H 0.27201 1.61968 3.24311  0.193
H 0.44899 1.77077 6.73957  0.163
H -1.26948 1.32452 6.89501  0.191
H 0.08344 -0.40103 7.93869  0.198
H -0.71516 -1.05619 6.49984  0.225
H 2.12624 -0.65908 6.80934  0.414
H -1.17909 -2.00456 4.11811  0.239
H -1.73421 -1.15525 1.85190  0.217
H -1.52650 -1.84897 -0.43106  0.223
H -2.07051 -0.97390 -2.69838  0.242
H -0.07900 -0.54129 -5.39007  0.405
H 1.06853 2.07999 -5.88844  0.228
H 1.64218 0.55376 -6.62723  0.211
H -1.13831 1.79816 -6.89668  0.182
H 0.08511 1.74076 -8.19942  0.176
H -2.23707 0.47345 -8.97592  0.164
H -2.27416 -1.18494 -8.32303  0.192
H -2.75139 0.18941 -7.28674  0.186
H 0.88476 2.03653 -2.28004  0.238
H 1.43872 1.20108 0.00100  0.214
H 2.43789 -0.73703 1.01186  0.223
H 2.96063 -1.55593 3.30746  0.243



Record 4
The following is a DFT calculation (wB97M-V/def2-TZVPD) of C18H24N6O2S in the gas phase in a non-equilibrium geometry.

Results
Relative energy (zero: lowest compared OMol25 entry of this formula, charge and spin) in kcal/mol: 30.0
M in Da: 388.5
SMILES: Cn1nnnc1SCCNC(=O)[C@H]1CCC(=O)N(CCc2ccccc2)C1

Last column: natural (NBO) charge in e.
Element x y z (Å)
C -3.52855 -2.58267 -1.62503  -0.424
N -3.93969 -1.61452 -0.65694  -0.202
N -4.47633 -1.92112 0.52812  -0.059
N -4.66780 -0.84330 1.15891  -0.061
N -4.27817 0.21380 0.45740  -0.383
C -3.81977 -0.26252 -0.68682  0.166
S -3.18833 0.61690 -2.02920  0.290
C -3.45492 2.31393 -1.40559  -0.516
C -2.25252 2.86304 -0.65340  -0.239
N -1.91975 2.08256 0.51364  -0.634
C -0.64294 1.72885 0.78025  0.690
O 0.28376 2.05790 0.06970  -0.635
C -0.44791 0.93921 2.07950  -0.316
C -1.32032 -0.31015 2.17002  -0.403
C -1.02080 -1.19121 0.96932  -0.509
C 0.45810 -1.42416 0.70716  0.692
O 0.81119 -2.31742 -0.04436  -0.652
N 1.33682 -0.60012 1.30824  -0.437
C 2.74243 -0.75105 0.98457  -0.204
C 3.11174 0.04520 -0.27697  -0.460
C 4.59476 0.01167 -0.49362  0.083
C 5.18587 -1.06727 -1.13954  -0.250
C 6.55756 -1.12299 -1.30808  -0.192
C 7.35850 -0.09976 -0.82943  -0.229
C 6.77962 0.97819 -0.18229  -0.205
C 5.40706 1.03098 -0.01419  -0.248
C 1.00960 0.49846 2.19285  -0.198
H -3.95554 -3.54138 -1.33898  0.244
H -2.43884 -2.65799 -1.64232  0.232
H -3.88245 -2.28918 -2.61362  0.222
H -3.65542 2.92240 -2.28633  0.239
H -4.33736 2.27164 -0.76866  0.249
H -1.36154 2.86975 -1.28902  0.243
H -2.48130 3.89754 -0.36330  0.200
H -2.68506 1.77606 1.09684  0.422
H -0.67392 1.62168 2.90667  0.236
H -2.38358 -0.06730 2.21021  0.224
H -1.07640 -0.84411 3.09111  0.215
H -1.39981 -0.72032 0.05650  0.222
H -1.49972 -2.16806 1.06478  0.242
H 2.93541 -1.81243 0.81213  0.232
H 3.33609 -0.41376 1.83800  0.195
H 2.75949 1.07259 -0.16952  0.226
H 2.59170 -0.40634 -1.12292  0.226
H 4.56156 -1.86526 -1.51478  0.214
H 7.00423 -1.96609 -1.81514  0.209
H 8.42975 -0.14144 -0.96207  0.211
H 7.39932 1.78057 0.19180  0.210
H 4.95917 1.87699 0.48834  0.207
H 1.22273 0.20008 3.22925  0.191
H 1.65710 1.34225 1.93610  0.223